(1)
{"formula": "C4H7NO", "method": "ωB97M-V/def2-TZVPD", "relative_energy_kcal_mol": 103.4, "total_energy_ev": -7795.160, "total_charge": 0, "smiles": "C=C(C)/C=N\\O", "species": ["C", "C", "C", "C", "H", "H", "H", "H", "H", "H", "H", "N", "O"], "coordinates": [[1.543262, -0.392920, 0.211360], [0.198241, 0.084083, -0.069841], [-0.037836, 1.284631, -0.411080], [-0.803699, -1.041120, -0.364893], [2.035796, -0.953719, -0.551113], [1.523307, -1.123070, 1.116457], [2.269807, 0.356370, 0.390928], [-1.106217, 1.504972, -0.710811], [0.665116, 2.067671, -0.082622], [-0.458519, -2.082704, -0.486095], [-1.432528, 0.642638, 0.762023], [-2.053690, -0.817953, -0.114128], [-2.343037, 0.471125, 0.309814]], "forces_ev_per_a": [[0.9, -2.2, 3.0], [0.8, -5.5, -1.6], [-2.2, 5.0, -0.1], [-0.5, 1.6, 1.8], [-0.3, -0.7, -1.0], [0.2, 1.2, -1.3], [0.4, 1.1, 0.6], [2.1, 0.6, -0.2], [-0.3, -0.2, -0.9], [-0.4, 0.7, -0.4], [-2.4, 0.8, -0.4], [0.2, -1.3, -1.0], [1.5, -1.1, 1.5]]}

***

(2)
{"formula": "C7H20O3", "method": "ωB97M-V/def2-TZVPD", "relative_energy_kcal_mol": 81.5, "total_energy_ev": -13722.048, "total_charge": 0, "smiles": "C/C=C(\\C)CCC.O.O.O", "species": ["C", "C", "C", "C", "C", "C", "C", "H", "H", "H", "H", "H", "H", "H", "H", "H", "H", "H", "H", "H", "H", "H", "H", "O", "H", "H", "O", "H", "H", "O"], "coordinates": [[0.374640, -0.071616, -3.098965], [0.166891, 0.923203, -2.037237], [-0.470736, 0.232195, -0.787475], [-1.169759, 1.092130, 0.307753], [-1.312575, 0.779910, 1.591782], [-2.263426, 1.353488, 2.656144], [-1.801863, 2.277060, -0.338124], [1.278228, 0.168495, -3.800964], [-0.503544, -0.239178, -3.741664], [0.833413, -1.120755, -2.468509], [-0.859752, 1.601623, -2.419804], [0.996856, 1.664285, -1.909500], [0.321893, -0.222556, -0.081435], [-1.099494, -0.659870, -1.082717], [-0.902132, -0.065076, 1.975971], [-1.663077, 2.145735, 2.988378], [-2.557821, 0.897663, 3.535419], [-3.052910, 1.969231, 2.177849], [-2.710567, 2.427066, 0.286289], [-2.197014, 2.253734, -1.355813], [-1.254449, 3.142031, -0.565996], [-0.077723, -2.893780, -0.650442], [1.000443, -3.301775, 0.418275], [0.890578, -2.817016, -0.442974], [2.459443, -1.765313, 0.202101], [3.652478, -1.592929, -0.753931], [3.011786, -1.064404, -0.140913], [0.722182, -0.955164, 2.659054], [1.605159, -0.972091, 1.425697], [1.456305, -1.368529, 2.258698]], "forces_ev_per_a": [[3.9, -3.4, -0.4], [-4.4, 2.8, 0.3], [2.2, -1.0, 3.1], [0.0, 0.3, -2.9], [-2.5, 0.7, -0.1], [0.8, 2.9, -3.7], [-3.2, -0.3, 1.0], [-1.7, -0.2, 1.2], [0.4, -0.4, 0.5], [-1.6, 2.7, -2.3], [3.3, -1.4, 0.7], [-0.7, -0.9, 0.4], [-0.5, 0.1, -1.8], [0.4, 1.2, 0.0], [1.6, -2.6, 0.5], [0.9, 1.6, 1.2], [-0.6, -1.9, 1.1], [-0.1, -0.9, 0.4], [0.6, 1.1, -0.4], [-0.3, -1.5, 0.0], [1.4, 1.5, 1.1], [1.4, 0.1, 0.4], [-0.4, 0.6, -1.1], [-1.2, -1.1, 0.9], [-0.2, -0.4, -0.3], [-1.8, 1.6, 1.7], [2.4, -1.1, -1.8], [-1.2, 0.8, 0.5], [0.1, 1.1, -1.1], [1.1, -1.8, 0.9]]}

***

- Which formula does entry 1 have?
  C4H7NO